Entry 1:
Density functional theory data (wB97M-V/def2-TZVPD) for a molecular structure, C30H47ClIrP2.

Last column: Mulliken charge in e.
Atoms and positions in Å:
Ir 0.32035 -1.43920 0.20448  0.245
C -0.72063 -2.67509 1.80427  0.296
C 0.59967 -3.12991 1.38934  0.861
C 0.83708 -1.34643 2.89984  0.966
C -0.54761 -1.57281 2.72530  0.600
C 1.55502 -2.23657 2.02373  0.102
C -2.01133 -3.39704 1.58753  -1.508
H -1.92050 -4.12423 0.77371  0.332
H -2.80933 -2.67527 1.36095  0.379
H -2.31641 -3.94929 2.49313  0.351
C -1.65341 -0.82169 3.36993  -1.684
H -2.63756 -1.22345 3.09317  0.339
H -1.63578 0.24354 3.08983  0.117
H -1.57004 -0.87264 4.46518  0.391
C 1.46948 -0.35488 3.80337  -1.054
H 1.67627 -0.78748 4.79510  0.368
H 0.82743 0.51880 3.96994  -0.005
H 2.42993 0.00430 3.40629  0.307
C 3.03712 -2.40379 1.99912  -1.597
H 3.38606 -2.96994 2.87809  0.377
H 3.53412 -1.42227 2.02645  0.267
H 3.35057 -2.95539 1.10643  0.313
C 0.91892 -4.43013 0.73698  -1.511
H 1.09818 -5.19127 1.50398  0.339
H 1.81992 -4.32790 0.12177  0.359
H 0.08229 -4.74900 0.10974  0.374
C -1.33873 0.70313 -3.75543  -0.048
C -1.65801 -0.59588 -3.94124  -0.747
C -1.01893 -1.54381 -4.91035  -0.797
C 0.49085 -1.32464 -5.13396  -1.080
C 1.23833 -0.93205 -3.89310  0.483
C 1.60096 0.35878 -3.69630  -1.105
C 1.01187 1.57225 -4.38105  -1.241
C -0.49862 1.49969 -4.70817  -1.098
H -1.54386 -1.47525 -5.87653  0.409
H 0.63803 -0.57402 -5.92631  0.272
H -1.17371 -2.58524 -4.57782  0.372
H -0.64350 1.12412 -5.73045  0.313
H -1.87833 1.31380 -3.01969  0.696
H -2.64386 -0.92888 -3.60802  0.772
H -0.88211 2.53096 -4.69767  0.400
H 1.17944 2.46023 -3.74318  0.349
H 2.51638 0.63985 -3.17303  1.100
H 1.56132 1.79366 -5.30653  0.444
H 0.92178 -2.25743 -5.52368  0.437
H 1.63473 -1.77355 -3.31880  0.352
P -1.33292 -0.33055 -0.80275  1.431
C -2.67813 0.55785 -0.05044  -1.227
C -1.74209 -1.94180 -1.56413  -1.542
P 1.67472 0.23119 -0.46135  1.202
C 0.06773 0.79021 -1.30637  1.135
C 3.02094 -0.79947 -1.13611  -1.478
C 2.37838 1.65788 0.34497  -1.306
H -2.32638 1.18454 0.77724  0.186
H -3.41247 -0.16201 0.33059  0.387
H -3.15395 1.19222 -0.81170  0.391
H -1.09480 -2.14457 -2.42850  -0.005
H -2.80107 -1.88869 -1.83677  0.445
H -1.57827 -2.75311 -0.83610  0.385
H 2.60621 2.44111 -0.39219  0.424
H 3.31091 1.36281 0.83728  0.452
H 1.69712 2.07398 1.09283  0.230
H -0.13272 1.86109 -1.16267  0.607
H 0.20140 0.56546 -2.36447  -2.442
H 3.93187 -0.57313 -0.56617  0.415
H 3.20070 -0.65004 -2.20024  0.553
H 2.74845 -1.85414 -0.97155  0.208
Cl -1.01552 5.00792 0.62455  -0.213
C -1.04031 4.72363 2.31100  0.520
C -1.31590 5.75500 3.18695  -0.578
C -1.34252 5.52744 4.57128  -0.423
C -1.08553 4.24726 5.07841  -0.850
C -0.79737 3.18862 4.22610  -0.293
C -0.75837 3.38518 2.79639  1.241
C -0.46095 2.35650 1.92667  -0.264
H -1.51422 6.74668 2.78253  0.394
H -1.57070 6.35109 5.24340  0.380
H -1.11233 4.07615 6.15545  0.397
H -0.59867 2.18835 4.61269  0.250
H -0.48410 2.50810 0.85419  -0.708
H -0.12300 1.40061 2.32260  0.091

Forces on atoms 1 to 3 (eV/Å):
Ir 0.3 -1.6 2.9
C 0.4 0.0 1.5
C -0.1 0.0 1.0

The expectation value of S² is 6.070. For the frontier orbital gap (spin up / spin down), the calculation gives 5.11 / 6.47 eV. Its net charge is +1. For the HOMO energy (spin up / spin down), the calculation gives -7.38 / -10.00 eV. The energy comes out at -65798.0568 eV. The spin multiplicity is 5.

Entry 2:
Density functional theory data (wB97M-V/def2-TZVPD) for a molecular structure, C54H43AsF3N7PS4Tl.

Last column: Mulliken charge in e.
Atoms and positions in Å:
Tl 0.58186 1.84992 0.10102  0.975
C 1.15940 -3.95518 -0.87559  -0.632
N 1.20975 -2.57515 -1.32270  0.542
C 0.61878 -1.50667 -0.70149  -1.027
N 0.90390 -0.39426 -1.34842  0.931
C 1.71453 -0.73891 -2.41119  -0.738
C 1.93819 -2.09404 -2.38333  0.674
C 2.89430 -2.95623 -3.10714  -1.175
C 2.47801 -3.90802 -4.03550  0.115
C 3.40557 -4.71302 -4.68431  -0.756
C 4.75836 -4.57757 -4.40301  -0.363
C 5.17869 -3.64065 -3.46637  -0.805
C 4.25306 -2.83665 -2.81730  0.289
C 2.09152 0.23647 -3.45399  1.037
C 1.61452 1.54747 -3.38524  -0.208
C 1.93901 2.48795 -4.35014  -0.916
C 2.73668 2.13979 -5.43091  -0.598
C 3.20120 0.83586 -5.52811  -0.895
C 2.88456 -0.10334 -4.55665  -0.220
P -0.44979 -1.89781 0.74831  -0.364
C -2.01535 -1.16976 -0.06813  -0.693
N -2.10709 -0.02142 -0.70641  0.205
C -3.39652 0.10799 -1.12911  0.027
C -4.13710 -0.98954 -0.73528  0.230
N -3.23828 -1.78882 -0.05376  0.394
C -3.49089 -3.10458 0.50402  -1.202
C -5.51258 -1.38328 -1.06712  0.106
C -6.36564 -2.00938 -0.15612  -0.403
C -7.66110 -2.36189 -0.51126  -0.662
C -8.14243 -2.09110 -1.78207  -0.353
C -7.30669 -1.46490 -2.70000  -0.712
C -6.01107 -1.12466 -2.35123  -0.207
C -3.81147 1.33373 -1.83197  0.085
C -5.04542 1.93948 -1.59514  -0.184
C -5.38951 3.11583 -2.24402  -0.684
C -4.50007 3.71288 -3.12938  -0.383
C -3.26561 3.12081 -3.36185  -0.567
C -2.92377 1.94082 -2.71820  -0.545
C -0.54491 -0.72949 2.15675  -0.997
N -0.67074 0.57815 2.19568  0.280
C -0.73806 0.94017 3.52197  0.017
C -0.65675 -0.18830 4.30032  0.543
N -0.58166 -1.24799 3.42885  0.718
C -0.45834 -2.64639 3.80154  -0.706
C -0.55332 -0.38763 5.76063  -1.295
C -1.61824 -0.89127 6.50540  0.265
C -1.49716 -1.06477 7.87794  -0.762
C -0.30228 -0.74447 8.51092  -0.319
C 0.76884 -0.26520 7.76651  -0.829
C 0.65079 -0.08666 6.39493  0.422
C -0.91714 2.33812 3.95183  0.802
C -1.18795 2.67626 5.28377  -0.260
C -1.33747 3.99838 5.67456  -0.863
C -1.23958 5.02410 4.74469  -0.431
C -1.00408 4.70156 3.41593  -0.866
C -0.85130 3.38003 3.02719  -0.075
H 1.44004 -3.99661 0.17587  0.241
H 1.86626 -4.54251 -1.45443  0.369
H 0.15654 -4.36447 -1.00979  0.189
H 1.42165 -4.00051 -4.26074  0.420
H 3.07324 -5.44663 -5.40941  0.378
H 5.48316 -5.20762 -4.90512  0.358
H 6.23106 -3.54674 -3.22825  0.426
H 4.57520 -2.12783 -2.06052  0.549
H 0.98886 1.83100 -2.55107  -0.038
H 1.57493 3.50333 -4.24263  0.438
H 2.99640 2.87061 -6.18844  0.367
H 3.82224 0.54358 -6.36701  0.410
H 3.27232 -1.10518 -4.66049  0.295
H -4.04313 -3.72170 -0.20448  0.430
H -4.05689 -3.04523 1.43481  0.256
H -2.53210 -3.56823 0.71868  0.407
H -6.02676 -2.19932 0.85318  0.375
H -8.30426 -2.84222 0.21697  0.364
H -9.15369 -2.36492 -2.05648  0.376
H -7.66527 -1.24802 -3.69950  0.377
H -5.36025 -0.65573 -3.07741  0.490
H -5.73281 1.49038 -0.88825  0.488
H -6.34841 3.58006 -2.04347  0.376
H -4.76498 4.63909 -3.62441  0.385
H -2.56016 3.58728 -4.03936  0.416
H -1.96008 1.47533 -2.89291  0.578
H -0.47373 -2.72990 4.88259  0.355
H 0.49297 -3.02375 3.42379  0.243
H -1.28235 -3.22557 3.37944  0.208
H -2.54750 -1.13572 6.00221  0.406
H -2.33157 -1.44906 8.45287  0.369
H -0.20336 -0.87583 9.58261  0.354
H 1.71250 -0.04484 8.25119  0.421
H 1.49881 0.23943 5.79736  0.444
H -1.27806 1.89969 6.02791  0.400
H -1.52659 4.22648 6.71724  0.396
H -1.34427 6.05886 5.04916  0.357
H -0.93213 5.48849 2.67309  0.397
H -0.67377 3.15387 1.98928  -0.010
S 3.98096 -1.00292 4.37762  -0.644
As 3.49867 -0.54067 2.35475  0.412
S 2.12775 -2.18257 1.66697  -0.409
S 2.50124 1.38805 2.27327  -0.553
S 5.20653 -0.63543 1.05725  -0.565
F 6.80123 3.62643 -3.85507  -0.274
C 7.03747 3.29274 -2.56247  0.817
F 7.59276 4.38483 -1.99388  -0.283
F 7.98053 2.33626 -2.58208  -0.282
C 5.78564 2.86680 -1.87009  0.439
C 4.86843 3.83264 -1.46316  -0.995
C 3.68243 3.39394 -0.91348  -0.594
N 3.36024 2.10708 -0.78022  0.454
C 4.26877 1.20217 -1.10573  -0.955
C 5.50141 1.53667 -1.66541  -0.565
H 5.07976 4.88796 -1.57406  0.406
H 2.93670 4.10591 -0.56908  0.326
H 4.01375 0.16772 -0.91989  0.726
H 6.21949 0.76625 -1.90963  0.518

Forces on atoms 1 to 3 (eV/Å):
Tl 0.6 -0.1 0.4
C 0.0 0.0 0.0
N -0.2 0.0 0.0

For the energy above the lowest of the compared OMol25 structures with the same formula, charge and spin, the calculation gives 22.0 kJ/mol. For the frontier orbital gap, the calculation gives 4.48 eV. Its net charge is -2. For the HOMO energy, the calculation gives -1.01 eV. The energy comes out at -193446.7671 eV. The spin multiplicity is 1.

Entry 3:
Density functional theory data (wB97M-V/def2-TZVPD) for a molecular structure, C53H49ClInN3O6P2S.

Last column: Mulliken charge in e.
Atoms and positions in Å:
In 1.34394 -0.99259 0.12967  0.551
N -2.50968 3.17861 -0.11592  -0.125
P -1.45777 2.17514 0.92253  0.967
C -1.92061 2.72674 2.58786  0.249
C -1.65537 4.02289 3.03674  -0.379
C -2.15356 4.42255 4.24270  -0.585
C -2.79457 3.55206 5.11820  -0.447
C -2.96831 2.21414 4.74031  -0.586
C -2.65508 1.87602 3.42851  -0.072
C 0.18753 2.82444 0.50494  0.629
C 1.15839 2.57106 1.48410  -0.421
C 2.48538 2.83572 1.23820  -0.268
C 2.80488 3.47502 0.07312  -0.561
C 1.83940 3.84650 -0.87346  -0.480
C 0.47556 3.62429 -0.60038  -0.107
P -3.39698 2.71062 -1.54733  0.338
C -3.15853 4.30502 -2.44942  0.430
C -3.38134 5.57626 -1.86251  -0.555
C -3.06401 6.63642 -2.64379  -0.615
C -2.44787 6.52909 -3.87686  -0.596
C -1.98497 5.32156 -4.32697  -0.525
C -2.35690 4.12558 -3.58598  -0.386
C -5.18369 2.54646 -1.04506  0.078
C -5.99232 3.63253 -1.46650  -0.566
C -7.31859 3.86859 -1.10696  -0.746
C -8.28153 3.04663 -0.59366  -0.542
C -8.08020 1.73411 -0.11577  -0.640
C -6.85333 1.05999 -0.00623  -0.513
H -2.50746 4.12770 0.23469  0.268
H -1.19386 4.79514 2.38103  0.305
H -1.86776 5.42835 4.54291  0.324
H -3.12061 3.95422 6.06156  0.373
H -3.38437 1.42774 5.37468  0.410
H -3.10372 0.90953 3.01788  -0.114
H 0.83912 2.17414 2.46693  -0.295
H 3.29812 2.39861 1.85827  0.201
H 3.84420 3.72289 -0.09813  0.335
H 2.22357 4.26521 -1.79979  0.386
H -0.33288 3.86240 -1.35284  0.024
H -3.92467 5.74268 -0.94408  0.567
H -3.27738 7.61085 -2.22407  0.350
H -2.35351 7.36963 -4.51267  0.406
H -1.32227 5.24264 -5.20166  0.352
H -2.02369 3.06219 -3.83012  0.217
H -5.55339 4.39421 -2.13216  0.276
H -7.67094 4.88733 -1.44238  0.164
H -9.27349 3.53127 -0.56801  0.221
H -9.05708 1.26004 0.18416  0.195
H -7.07940 0.09519 0.41839  0.334
C 0.64828 -7.41818 -5.21844  -1.232
C 1.32706 -6.71005 -4.06446  0.943
C 0.55267 -6.36826 -2.88546  -0.643
C 1.08077 -5.51172 -1.95468  -0.547
C 2.29878 -4.95864 -2.26286  -0.278
C 3.18270 -5.45478 -3.23375  -0.616
C 2.66559 -6.33585 -4.15649  -0.594
S 2.86624 -3.58230 -1.29537  1.563
O 3.98077 -4.02830 -0.44370  -0.911
O 1.61750 -3.19842 -0.52750  -0.632
N 3.44609 -2.47902 -2.35546  -0.610
C 2.73341 -1.41008 -2.73712  0.282
C 3.21369 -0.77022 -3.93732  -0.581
C 2.66648 0.41212 -4.40122  -0.306
C 1.50026 0.87102 -3.90732  -0.800
C 0.96136 0.17309 -2.80486  0.046
N 1.63372 -0.81118 -2.15744  0.084
H 1.06523 -8.45635 -5.42876  0.270
H 0.68286 -6.88317 -6.17228  0.299
H -0.47674 -7.49658 -5.01692  0.293
H -0.43947 -6.80208 -2.75954  0.320
H 0.52388 -5.21159 -1.07529  0.489
H 4.21353 -5.08849 -3.24378  0.430
H 3.36524 -6.52752 -5.03693  0.205
H 4.04076 -1.22945 -4.45966  0.429
H 3.18746 0.99708 -5.21079  0.268
H 0.83864 1.55318 -4.43125  0.424
H -0.04211 0.40146 -2.43418  0.301
C 1.28123 0.34801 4.64756  -0.722
O 1.50238 0.07526 3.27067  -0.069
H 0.36416 -0.09784 4.99713  0.256
H 1.18965 1.41479 4.76889  0.293
H 2.13493 -0.06287 5.25374  0.196
H 2.21017 -0.56444 3.20913  0.162
C -5.60765 1.28858 -0.54602  1.136
C -4.59083 0.13636 -0.36522  0.334
C -3.64094 -0.26896 -1.31695  -0.175
C -2.60155 -1.10567 -0.91769  -0.104
C -2.65870 -1.79621 0.26141  -0.429
C -3.63575 -1.40250 1.22824  -0.423
C -4.63663 -0.45971 0.93356  -1.190
H -3.75727 -0.09430 -2.41127  0.366
H -1.72574 -1.28183 -1.56497  0.336
H -1.94716 -2.63388 0.52383  0.314
H -3.49629 -1.77041 2.25985  0.246
H -5.46848 -0.20381 1.61498  0.332
C 6.17877 -4.24884 1.76400  -0.570
C 5.60799 -3.85650 3.09127  1.215
C 5.13088 -4.85318 3.87022  -0.633
C 4.66538 -4.72074 5.21525  -0.242
Cl 4.01684 -6.08391 5.98904  -0.273
C 4.77337 -3.41177 5.73961  -0.254
C 5.16924 -2.29303 4.98055  -0.749
C 5.52515 -2.46859 3.62920  0.613
O 5.78499 -1.31479 2.89784  -0.581
C 5.41351 -1.09370 1.48312  -0.748
C 3.88755 -1.02704 1.29310  1.318
O 3.11246 -1.68400 2.09279  -1.060
O 3.54477 -0.34404 0.28537  -0.643
H 6.32512 -5.36521 1.80029  0.399
H 7.12390 -3.69469 1.48897  0.263
H 5.44900 -4.07257 0.93420  -0.188
H 5.05632 -5.92312 3.51520  0.176
H 4.51677 -3.29666 6.78395  0.366
H 5.12781 -1.27575 5.34819  0.470
H 5.69438 -1.76375 0.70133  0.189
H 5.80722 -0.11172 1.13782  0.353

Forces on atoms 1 to 3 (eV/Å):
In -1.8 0.7 1.4
N 1.1 -0.6 1.4
P -1.9 -0.8 -2.7

For the energy above the lowest of the compared OMol25 structures with the same formula, charge and spin, the calculation gives 90.3 kJ/mol. For the frontier orbital gap (spin up / spin down), the calculation gives 3.72 / 3.72 eV. Its net charge is -2. For the HOMO energy (spin up / spin down), the calculation gives -0.13 / -0.13 eV. The energy comes out at -119616.3866 eV. The spin multiplicity is 1.